Entry 1:
# C7H15N4

A structure of composition C7H15N4 (ωB97M-V/def2-TZVPD, the OMol25 dataset).

```
! RIJCOSX wB97M-V def2-TZVPD def2/J DEFGRID3
* xyz 1 3
C 1.99 -2.36 -1.78
C -1.83 1.91 -0.64
C 1.95 -2.02 -0.53
C -2.55 1.13 0.12
C -0.67 0.06 1.19
C -2.58 3.12 -1.19
C 3.37 -0.71 1.01
N 0.45 -0.02 1.35
N 2.29 -0.68 -0.07
N -1.89 0.00 0.80
N -2.70 -1.14 1.23
H 1.77 -3.29 -2.17
H 2.55 -1.70 -2.37
H -0.82 1.92 -1.00
H 1.45 -2.58 0.26
H -3.64 1.31 0.51
H -2.46 2.92 -2.27
H -3.51 3.26 -0.72
H -1.82 3.96 -0.91
H 3.07 -1.37 1.76
H 4.36 -0.78 0.62
H 3.21 0.22 1.53
H 1.37 -0.43 0.64
H -2.32 -1.61 2.05
H 2.70 -0.12 -0.87
H -3.73 -1.00 1.43
*
```

Output
<S²>   2.021
HOMO (spin up / spin down)   -8.2 / -13.6 eV
Orbital gap (spin up / spin down)   5.921 / 7.508 eV

---

Entry 2:
# C2H3IN2O

A structure of composition C2H3IN2O (ωB97M-V/def2-TZVPD, the OMol25 dataset).

```
! RIJCOSX wB97M-V def2-TZVPD def2/J DEFGRID3
* xyz 0 3
C 0.62 -0.76 0.65
C -0.16 -1.10 -0.36
N 1.84 -0.10 0.74
N 1.80 -0.27 1.98
O 0.58 -0.96 2.02
I -1.47 2.49 -1.12
H 0.04 -0.90 -1.41
H -1.14 -1.62 -0.17
H -2.11 3.23 -2.33
*
```

Output
<S²>   2.011
HOMO (spin up / spin down)   -7.4 / -10.4 eV
Orbital gap (spin up / spin down)   7.818 / 6.599 eV

---

Electronic energy / a.u.: -494.1780 -560.1764
F_max / hartree/bohr: 0.1523 0.1947
Molecular weight / g mol⁻¹: 155.225 197.963